20
Properties=species:S:1:pos:R:3:forces:R:3 method="wB97M-V/def2-TZVPD" max_force_ev_per_a=5.674 homo_energy_ev=-8.16 spin_multiplicity=1 relative_energy_kj_mol=228.6 energy_ev=-12909.840
C -0.167 2.377 -1.131 1.00 0.42 0.72
C -0.054 1.001 -0.482 -3.22 -0.77 -4.12
C -0.885 0.011 -1.004 -1.80 0.86 -1.85
C -1.303 -3.201 0.070 -0.88 -0.15 -1.06
C -0.129 -2.910 0.712 0.65 2.16 -0.08
C 0.025 -1.499 0.488 -0.08 -2.88 1.59
C 0.773 0.560 0.487 3.04 1.94 4.38
C 1.594 1.602 1.258 3.00 -0.38 -1.85
H -0.911 2.349 -1.948 0.59 -0.17 0.26
H -0.693 3.041 -0.323 1.70 -0.52 -1.56
H 0.904 2.660 -1.575 -2.52 0.16 1.29
H -1.491 0.019 -2.044 1.25 0.32 2.86
H -1.935 -4.053 -0.088 0.52 -0.84 0.45
H 0.610 -3.516 1.175 0.08 -0.37 0.52
H 1.018 2.489 1.500 0.20 0.33 -0.42
H 1.957 1.179 2.204 -0.15 -0.05 -0.43
H 2.642 1.822 0.580 -3.00 -0.09 1.91
N -1.062 -1.100 -0.259 1.00 -1.65 -1.44
N -1.820 -2.184 -0.594 -0.85 1.71 -0.20
N 0.926 -0.647 0.975 -0.54 -0.07 -0.96